1.
Entry from the OMol25 dataset: a molecular structure, C26H12Cl4IrN2O2PS2Se2 (ωB97M-V/def2-TZVPD).

The geometry in ORCA input format:
```
! RIJCOSX wB97M-V def2-TZVPD def2/J DEFGRID3
* xyz -1 2
Ir -1.22517 0.60878 -1.86265
Se 2.34350 0.59122 -1.53066
P 1.58180 -1.28551 -0.88231
Se -0.34693 -1.79290 -1.79496
C 1.47514 -1.27124 0.93916
C 2.56301 -0.76292 1.64970
C 2.47201 -0.58731 3.01947
C 1.29072 -0.90218 3.68449
C 0.21479 -1.41886 2.98198
C 0.30303 -1.60075 1.60594
C 2.73383 -2.64810 -1.25136
C 3.80629 -2.46189 -2.11214
C 4.64143 -3.52989 -2.41541
C 4.39894 -4.78028 -1.86509
C 3.31837 -4.97083 -1.01297
C 2.48315 -3.90852 -0.70780
H 3.46742 -0.49154 1.11932
H 3.31180 -0.17794 3.56618
H 1.20988 -0.72552 4.74992
H -0.71085 -1.65118 3.49362
H -0.53974 -1.98640 1.04613
H 3.98324 -1.47952 -2.53268
H 5.47720 -3.38377 -3.08777
H 5.04909 -5.61152 -2.10812
H 3.12518 -5.95016 -0.59385
H 1.63220 -4.04506 -0.04948
Cl -7.84135 -1.27140 -1.57213
C -6.40628 -0.34728 -1.84771
C -6.47314 1.03641 -1.93704
Cl -7.99077 1.84560 -1.76628
C -5.30599 1.76867 -2.15889
Cl -5.34054 3.48962 -2.31725
C -4.07130 1.13459 -2.24774
O -2.92978 1.76228 -2.42174
C -4.00348 -0.25634 -2.13381
O -2.79603 -0.78377 -2.17841
C -5.17194 -0.98793 -1.97092
Cl -5.04457 -2.71251 -1.89741
S -1.56912 0.93235 0.44107
C -0.54791 2.28702 0.79416
C -0.23913 2.55362 2.12756
C 0.48881 3.67522 2.48192
C 0.82621 3.90722 3.85831
N 1.10265 4.07180 4.96203
C 0.89833 4.57463 1.47809
C 0.61438 4.28617 0.15512
C -0.07860 3.12784 -0.20207
S -0.33769 2.79576 -1.88018
C 1.61339 5.77200 1.82163
N 2.18492 6.73132 2.09423
H -0.57732 1.86562 2.89296
H 0.93690 4.96525 -0.62418
*
```

## Properties
⟨S²⟩ = 0.759
LUMO (alpha / beta) = 0.64 / 0.12 eV
energy above the lowest of the compared OMol25 structures with the same formula, charge and spin = 57.8 kcal per mole
electronic energy = -9143.82531 a.u.
orbital gap (alpha / beta) = 5.97 / 5.40 eV

***

2.
Entry from the OMol25 dataset: a molecular structure, C26H14BrF5N2O3SeZn (ωB97M-V/def2-TZVPD).

The geometry in ORCA input format:
```
! RIJCOSX wB97M-V def2-TZVPD def2/J DEFGRID3
* xyz -2 1
Zn -0.50931 -0.06964 -0.53362
O 3.11299 3.98358 -0.64454
C 3.87216 2.89658 -0.46329
C 5.23025 3.07964 -0.18977
C 6.05907 1.99847 0.04794
C 5.55293 0.70503 0.00663
C 4.21392 0.51332 -0.28894
C 3.35763 1.58275 -0.53142
C 1.91576 1.27920 -0.79887
O 1.56407 0.07296 -0.94129
N 1.11955 2.34046 -0.85139
N -0.20014 1.98793 -0.97998
C -1.07547 2.91761 -0.94638
C -2.49707 2.67552 -0.97694
C -3.36039 3.75209 -0.74154
C -4.72991 3.59799 -0.70133
C -5.26755 2.32458 -0.92717
C -4.45346 1.24870 -1.18680
C -3.03390 1.36428 -1.20824
O -2.30286 0.34238 -1.45265
H 2.15609 3.62654 -0.68988
H 5.61080 4.09359 -0.15737
H 7.10503 2.16581 0.28019
H 6.19810 -0.14155 0.20688
H 3.78869 -0.48126 -0.33547
H -0.73898 3.95459 -0.84647
H -2.91808 4.73136 -0.57809
H -5.37666 4.44379 -0.50005
H -6.34406 2.18799 -0.89853
H -4.86034 0.26143 -1.37104
Br -1.04860 0.49452 6.16687
C -0.86674 0.24575 4.26407
C -1.89134 -0.35448 3.55976
C -1.74160 -0.52047 2.18534
C -0.60017 -0.10489 1.49126
C 0.40328 0.48918 2.26625
C 0.28871 0.67424 3.64165
H -2.78777 -0.68355 4.07093
H -2.54734 -1.00202 1.63861
H 1.32482 0.81852 1.79453
H 1.08053 1.14163 4.21414
F 0.73595 -7.90814 -1.01048
C 0.18520 -6.69051 -1.17021
C -0.12816 -6.21767 -2.43002
F 0.11483 -6.99746 -3.50255
C -0.68491 -4.96404 -2.58448
F -0.96764 -4.58060 -3.83880
C -0.95687 -4.10423 -1.51388
Se -1.72384 -2.39189 -1.71130
C -0.63521 -4.63464 -0.25540
F -0.87425 -3.91840 0.84663
C -0.07720 -5.88402 -0.07773
F 0.20948 -6.34252 1.15419
*
```

## Properties
LUMO = 4.09 eV
electronic energy = -8588.63002 a.u.
orbital gap = 5.95 eV

***

3.
Entry from the OMol25 dataset: a molecular structure, C26H14BrI2N2OSr (ωB97M-V/def2-TZVPD).

The geometry in ORCA input format:
```
! RIJCOSX wB97M-V def2-TZVPD def2/J DEFGRID3
* xyz -1 1
Sr -0.71401 -1.34413 -1.04433
I -3.69270 1.06645 0.13157
C -1.78287 1.73873 -0.61661
C -1.64153 3.26004 -0.67409
C 0.50543 3.71358 -0.55314
I 1.51798 5.60983 -0.72415
C 1.41046 2.54693 -0.46456
C 2.75854 2.50881 -0.34900
C 3.46853 1.30024 -0.55532
C 2.73365 0.19794 -0.92256
N 1.40193 0.17277 -1.01615
C 0.63993 1.31668 -0.76678
C -1.50045 1.28303 -2.04932
O -2.05186 0.35010 -2.65592
H -2.56430 3.80900 -0.85355
H 3.29933 3.42236 -0.12685
H 4.54203 1.24319 -0.45148
H 3.23376 -0.74241 -1.13737
Br -0.05379 -1.09763 2.41146
C -0.22031 0.79712 2.59898
C -0.09015 1.32400 3.87460
C -0.21525 2.69533 4.04578
C -0.44854 3.51272 2.94672
C -0.56329 2.95954 1.68045
C -0.71046 3.79876 0.44983
C -0.49389 3.39650 -1.73256
C -0.28732 2.00157 -2.29829
C -0.62819 1.06237 0.09461
C -0.46571 1.57301 1.47657
H 0.09779 0.67264 4.71685
H -0.12423 3.12260 5.03646
H -0.52468 4.58735 3.07158
H -0.93749 4.83132 0.70633
H -0.60267 4.19072 -2.46583
H 0.27561 1.84911 -3.21184
N -0.11006 -9.44913 -0.43875
C -0.22750 -8.30730 -0.52868
C -0.37698 -6.87951 -0.64384
C 0.46657 -6.02143 0.05882
C 0.30543 -4.64950 -0.07256
C -0.67585 -4.04639 -0.88581
C -1.49806 -4.96565 -1.56596
C -1.36876 -6.34244 -1.46294
H 1.23733 -6.43705 0.69788
H 0.99048 -4.02287 0.49764
H -2.28844 -4.59887 -2.21863
H -2.02546 -7.01006 -2.00927
*
```

## Properties
LUMO = 2.14 eV
energy above the lowest of the compared OMol25 structures with the same formula, charge and spin = 50.2 kcal per mole
electronic energy = -4384.07604 a.u.
orbital gap = 6.26 eV

***

4.
Entry from the OMol25 dataset: a molecular structure, C26H14Cl2F3IN3O5STi (ωB97M-V/def2-TZVPD).

The geometry in ORCA input format:
```
! RIJCOSX wB97M-V def2-TZVPD def2/J DEFGRID3
* xyz 1 1
Ti 0.37380 -0.96051 0.05446
Cl -6.41823 0.29646 2.24505
C -4.85522 -0.29002 1.80084
C -4.73469 -1.54801 1.20275
C -3.49662 -2.03967 0.84397
C -2.36138 -1.25609 1.04116
O -1.15696 -1.72237 0.71279
C -2.47701 0.00045 1.65761
C -1.29320 0.74962 2.00450
N -0.12631 0.49754 1.52831
C 1.02392 1.11474 2.06805
C 1.16379 2.38732 2.53780
C 2.39097 2.78672 3.11553
C 3.43670 1.91458 3.22145
C 3.32024 0.59669 2.71374
C 4.35213 -0.36884 2.76174
C 4.15028 -1.60310 2.21685
C 2.93057 -1.87917 1.57608
N 1.94164 -1.00992 1.52483
C 2.11670 0.21813 2.11151
C -3.73775 0.46922 2.05454
H -5.62495 -2.13865 1.03411
H -3.38884 -3.01753 0.39605
H -1.38858 1.52645 2.76255
H 0.34821 3.09609 2.46657
H 2.49022 3.79872 3.48227
H 4.36786 2.22242 3.67851
H 5.29604 -0.11769 3.22943
H 4.91698 -2.36324 2.23724
H 2.77140 -2.82393 1.07549
H -3.82908 1.42947 2.54603
Cl 0.07872 3.40605 -5.44762
C 0.51535 2.44578 -4.07679
C 1.81895 2.08929 -3.89438
C 2.20421 1.30885 -2.77910
I 4.19139 0.77488 -2.53176
C 1.26358 0.91797 -1.87321
O 1.50695 0.18948 -0.77502
C -0.09372 1.25198 -2.06955
N -0.96296 0.73204 -1.15709
C -2.24122 0.98365 -1.33147
C -2.73848 1.77817 -2.38258
C -1.87197 2.29513 -3.30125
C -0.49396 2.02523 -3.16922
H 2.56443 2.40692 -4.60938
H -2.93332 0.54024 -0.63156
H -3.80282 1.94800 -2.45657
H -2.22484 2.89075 -4.13181
F -1.13839 -4.30215 -0.82480
C -0.41209 -4.25066 -1.93448
F -1.21334 -4.22192 -2.98783
F 0.38464 -5.30761 -1.99247
S 0.63653 -2.73518 -1.95987
O 1.30274 -2.70310 -0.61864
O 1.46900 -2.83626 -3.09625
O -0.31196 -1.59340 -1.86914
*
```

## Properties
LUMO = -4.07 eV
energy above the lowest of the compared OMol25 structures with the same formula, charge and spin = 9.0 kcal per mole
electronic energy = -4305.01722 a.u.
orbital gap = 6.87 eV

***

Question: What is the formula in the second record?
Answer: C26H14BrF5N2O3SeZn

***

Question: electronic energy of number 1 (C26H12Cl4IrN2O2PS2Se2)?
Answer: -9143.82531 a.u.